No. 1
Below is a structure of composition C29H35BInN11O3Sb, with properties calculated with wB97M-V/def2-TZVPD.

Element x y z (Å)
In 0.49106 -0.69146 0.47010
C 3.63914 -0.22210 3.53726
C 2.68496 -0.98097 2.86948
N 2.12484 -0.25702 1.89913
N 2.69084 0.97178 1.92894
C 3.61305 1.00639 2.90487
B 2.20514 2.06902 0.91976
N 2.50924 1.47671 -0.48638
C 3.56589 1.72145 -1.28474
C 3.63159 0.73780 -2.25158
C 2.57112 -0.11014 -1.96716
N 1.89688 0.33811 -0.90257
N 0.66805 2.23678 1.18402
C 0.09116 3.27782 1.80835
C -1.18887 2.92153 2.18463
C -1.33092 1.60614 1.75743
N -0.21548 1.21112 1.14136
N 2.85645 3.40960 1.12980
C 3.10337 4.07026 2.30122
C 3.55355 5.32302 1.99690
C 3.53683 5.36607 0.58793
N 3.10837 4.22981 0.07884
H 4.25877 -0.51845 4.36485
H 2.36322 -1.99629 3.03466
H 4.21207 1.88021 3.09069
H 4.19121 2.57940 -1.13826
H 4.35919 0.64777 -3.03861
H 2.25986 -0.99517 -2.49574
H 0.60058 4.21699 1.94237
H -1.90095 3.51968 2.72531
H -2.15256 0.92105 1.85809
H 2.92537 3.60996 3.25954
H 3.84699 6.10400 2.67639
H 3.81694 6.17583 -0.06580
O -0.29412 -1.42039 -3.31345
C -0.24941 -1.68378 -2.12126
O -0.83250 -0.98470 -1.19617
C 0.56879 -2.85139 -1.62620
C 0.76001 -3.99222 -2.38157
C 1.54868 -5.00606 -1.85337
C 2.14597 -4.81925 -0.61504
C 1.90363 -3.64631 0.07892
N 1.11592 -2.68883 -0.41248
H 0.29861 -4.07332 -3.35547
H 1.70960 -5.92171 -2.40570
H 2.79877 -5.56892 -0.19140
H 2.33721 -3.46065 1.05276
C -1.22585 -2.45846 4.21695
C -1.34373 -2.37894 2.72140
O -0.39728 -1.88537 2.06202
N -2.42664 -2.95010 2.20221
C -2.71865 -3.17062 0.79025
C -3.79547 -2.26161 0.24192
C -5.00894 -2.77870 -0.19023
C -5.96090 -1.91633 -0.71390
C -5.66730 -0.56474 -0.78061
C -4.43280 -0.14297 -0.31042
N -3.51341 -0.96303 0.19125
H -0.50660 -1.72744 4.57519
H -0.86934 -3.45319 4.49024
H -2.18581 -2.28948 4.70248
H -3.08361 -3.34545 2.85685
H -3.03619 -4.20555 0.67052
H -1.79745 -3.01280 0.23338
H -5.21751 -3.83847 -0.12064
H -6.91912 -2.29065 -1.04810
H -6.38054 0.14928 -1.16832
H -4.17759 0.91343 -0.30585
C 0.43958 1.72264 -4.13694
Sb -1.14194 1.34131 -2.73630
C -2.76204 0.58258 -3.92044
C -1.74940 3.37140 -2.23904
H 0.06249 2.44926 -4.85606
H 0.68057 0.78134 -4.62231
H 1.30152 2.12345 -3.60983
H -2.74752 1.10706 -4.87477
H -3.70469 0.74304 -3.40333
H -2.57586 -0.47539 -4.07187
H -2.26938 3.75696 -3.11569
H -0.85751 3.95900 -2.03459
H -2.40924 3.36935 -1.37606

Atomic forces in eV per Å
In 0.15 -0.39 0.22
C 0.02 -0.07 0.04
C 0.02 0.18 -0.07
N 0.04 -0.21 0.25
N 0.18 0.15 0.17
C 0.04 -0.17 0.02
B 0.06 -0.07 -0.08
N 0.17 0.22 -0.19
C -0.10 -0.11 -0.06
C 0.06 -0.01 0.03
C -0.01 0.20 0.04
N -0.03 0.04 -0.18
N -0.02 0.13 -0.12
C -0.21 0.04 -0.10
C -0.08 -0.10 0.08
C 0.11 0.13 -0.11
N -0.29 0.19 0.16
N 0.21 -0.04 0.26
C 0.04 -0.13 0.07
C -0.03 0.10 0.00
C -0.08 -0.10 0.07
N -0.06 -0.05 -0.32
H 0.02 0.00 -0.02
H 0.01 0.00 0.06
H -0.02 0.01 -0.06
H 0.00 0.13 0.10
H -0.02 0.01 -0.02
H -0.01 -0.03 0.02
H 0.10 -0.06 -0.02
H -0.01 0.02 -0.06
H -0.20 -0.08 -0.08
H -0.01 0.04 -0.01
H 0.00 -0.04 0.03
H 0.00 0.01 -0.01
O -0.08 -0.13 0.23
C -0.17 0.11 -0.36
O 0.18 -0.03 -0.03
C 0.03 -0.11 -0.01
C 0.01 0.01 0.00
C 0.05 0.11 0.06
C 0.01 -0.03 -0.01
C -0.02 0.01 0.02
N -0.07 -0.05 -0.07
H 0.00 0.03 0.00
H 0.01 0.00 -0.02
H -0.04 -0.01 0.03
H 0.05 -0.02 -0.02
C -0.01 0.17 0.05
C 0.09 -0.34 0.24
O -0.48 -0.08 -0.18
N 0.17 0.18 -0.18
C -0.01 0.13 -0.10
C -0.15 -0.04 0.00
C -0.02 -0.07 -0.04
C 0.00 0.08 0.02
C 0.01 -0.06 0.00
C 0.04 0.07 0.14
N 0.17 0.20 0.18
H -0.01 0.03 -0.04
H -0.02 -0.01 -0.01
H 0.00 -0.04 0.03
H -0.01 0.09 0.09
H 0.13 -0.05 0.01
H 0.05 -0.03 -0.03
H 0.05 -0.01 0.01
H 0.01 -0.02 -0.02
H 0.01 0.00 0.00
H -0.02 -0.01 -0.05
C -0.26 -0.23 0.31
Sb -0.19 0.58 -0.73
C 0.32 0.06 0.34
C 0.11 -0.46 0.06
H -0.05 0.00 0.01
H 0.05 0.02 -0.03
H 0.01 0.00 0.01
H 0.00 0.06 0.02
H 0.01 0.02 -0.01
H -0.02 -0.03 -0.01
H -0.01 -0.03 -0.02
H 0.02 -0.03 0.02
H -0.01 0.03 0.00

Output
Charge   +2
Molecular weight   833.06 g/mol
2S+1   2
HOMO-LUMO gap (spin up / spin down)   8.48 / 6.62 eV
Expectation value of S²   0.752
Energy relative to the best compared isomer or geometry (same formula, charge and spin)   42.3 kJ/mol

Löwdin population analysis, charges in e, atoms 1 to 8: number 1, In, carries 0.809; number 2, C, carries -0.012; number 3, C, carries -0.104; number 4, N, carries -0.014; number 5, N, carries 0.042; number 6, C, carries -0.029; number 7, B, carries -0.619; number 8, N, carries 0.042

No. 2
Below is a structure of composition C29H35Cl2I2N6O5PY at a distorted geometry, with properties calculated with wB97M-V/def2-TZVPD.

Element x y z (Å)
Y -0.39203 -0.01471 -0.21375
C -1.10987 -1.94678 -2.81411
N -0.97017 -0.47797 -2.68480
C -0.01221 0.00404 -3.68778
C -2.28599 0.14105 -2.83930
C -2.78902 0.50636 -4.08170
C -4.04472 1.07736 -4.20547
C -4.80984 1.28966 -3.06569
C -4.31995 0.92182 -1.82558
C -3.06246 0.32912 -1.68938
N -2.52861 -0.02730 -0.43586
C -3.32891 -0.66832 0.50868
C -4.53049 -1.32348 0.21196
C -5.26547 -1.95911 1.19821
C -4.82552 -1.96791 2.51387
C -3.62090 -1.35147 2.81506
C -2.87004 -0.72534 1.83416
N -1.57323 -0.11689 2.11354
C -0.82061 -0.88905 3.10223
C -1.76385 1.28092 2.54029
H -1.53223 -2.20690 -3.79006
H -1.76628 -2.32337 -2.03102
H -0.13130 -2.41840 -2.71086
H -0.24462 -0.37200 -4.68845
H 0.98384 -0.34835 -3.42432
H -0.02373 1.09178 -3.70359
H -2.19723 0.34661 -4.97332
H -4.41648 1.35674 -5.18136
H -5.78463 1.75270 -3.14245
H -4.90593 1.10312 -0.93397
H -4.87782 -1.34886 -0.81153
H -6.18675 -2.46050 0.93164
H -5.39677 -2.45702 3.28977
H -3.25967 -1.37713 3.83640
H -1.18102 -0.71029 4.12648
H 0.23611 -0.63138 3.01695
H -0.91114 -1.95136 2.88311
H -0.80583 1.80366 2.59165
H -2.39501 1.78914 1.81219
H -2.25790 1.32592 3.51837
I -0.33021 -5.14825 0.90122
C 1.24416 -4.05067 0.11530
C 2.48625 -4.67679 -0.11336
C 3.55309 -3.97430 -0.59505
I 5.36366 -4.97003 -0.86382
C 3.41015 -2.59669 -0.90952
C 4.43822 -1.78547 -1.43783
C 4.19001 -0.48010 -1.75625
C 2.89672 0.02737 -1.55651
N 1.91720 -0.68024 -1.04933
C 2.15274 -1.98200 -0.69967
C 1.04565 -2.70628 -0.12431
O -0.07765 -2.08822 0.12687
H 2.58817 -5.73047 0.10614
H 5.41724 -2.21567 -1.60289
H 4.95700 0.14928 -2.18613
H 2.66226 1.04522 -1.85347
Cl 2.94612 4.32980 -2.23727
C 1.26480 3.73027 -2.28994
Cl 0.10695 5.05961 -2.38162
C 0.94042 2.87745 -1.05947
O 1.60309 3.07118 -0.03765
O 0.01398 2.05226 -1.24230
H 1.17378 3.14157 -3.19724
N 3.50400 3.68137 1.31216
C 3.59592 2.18595 1.33201
P 2.10126 1.55832 2.20428
O 1.55928 2.76004 2.94702
O 1.28660 0.59141 1.42319
C 2.73904 0.57291 3.64859
N 1.77570 0.93206 4.74778
H 4.39658 4.14794 1.46383
H 2.81369 3.94406 2.04235
H 3.07143 3.95902 0.41277
H 4.51133 1.88177 1.83582
H 3.61146 1.84057 0.30376
H 3.72976 0.87727 3.97849
H 2.71241 -0.49983 3.47414
H 1.47029 1.89529 4.50324
H 2.18783 0.89776 5.67933
H 0.94786 0.32916 4.72513

Atomic forces in eV per Å
Y 1.04 0.96 0.21
C -0.05 0.00 0.04
N -0.20 -0.02 0.02
C 0.02 -0.05 0.03
C -0.07 0.05 0.01
C 0.12 0.02 -0.05
C -0.03 0.00 0.07
C 0.08 0.00 -0.02
C -0.04 0.09 -0.10
C -0.06 -0.14 0.35
N -1.19 -0.10 -0.26
C 0.00 0.16 -0.29
C -0.07 -0.06 0.07
C 0.04 0.01 0.01
C 0.01 0.03 -0.06
C 0.10 0.02 0.14
C -0.09 -0.12 -0.13
N -0.16 -0.08 -0.10
C 0.02 0.00 0.02
C 0.07 -0.01 -0.01
H 0.03 0.02 -0.01
H 0.01 0.01 0.01
H 0.00 0.01 0.02
H 0.01 0.01 0.00
H -0.01 -0.01 -0.02
H 0.00 0.00 0.01
H -0.01 0.01 0.00
H -0.01 0.01 -0.01
H -0.01 0.00 0.00
H -0.01 -0.01 0.00
H -0.01 0.02 0.01
H -0.01 0.00 0.00
H -0.01 -0.01 0.01
H 0.00 0.00 -0.01
H 0.01 -0.01 -0.02
H 0.00 0.02 0.04
H 0.00 0.01 -0.02
H -0.01 -0.02 0.03
H 0.00 0.00 -0.01
H -0.01 0.01 -0.01
I -0.06 -0.02 0.03
C 0.15 -0.10 0.12
C -0.10 0.06 0.01
C -0.01 0.05 -0.01
I 0.06 -0.03 -0.01
C 0.06 -0.02 -0.03
C 0.00 -0.05 0.00
C -0.03 0.03 -0.01
C 0.01 0.01 -0.13
N 0.03 -0.38 0.10
C -0.01 0.07 -0.09
C -0.12 0.06 -0.02
O 0.51 -0.55 0.00
H -0.01 -0.01 0.01
H 0.00 0.00 0.00
H 0.00 0.01 0.00
H 0.00 0.02 0.02
Cl -0.04 0.00 -0.04
C 0.06 0.14 -0.26
Cl 0.05 -0.01 0.01
C -0.22 0.03 -0.39
O -0.35 -0.02 0.14
O 0.19 -0.17 0.25
H -0.03 0.04 0.01
N 0.33 0.15 0.38
C 0.15 0.07 -0.12
P 0.11 0.28 0.25
O 0.01 -0.14 -0.18
O -0.19 0.11 -0.20
C -0.01 -0.12 0.12
N 0.07 -0.42 0.23
H -0.08 -0.07 0.01
H 0.10 0.02 -0.07
H -0.14 -0.11 -0.02
H 0.02 0.04 0.04
H 0.05 -0.12 0.04
H 0.02 0.00 -0.05
H 0.04 0.00 0.03
H -0.12 0.37 -0.08
H -0.05 -0.05 -0.06
H 0.06 0.04 0.00

Output
Charge   +1
Molecular weight   992.23 g/mol
HOMO-LUMO gap   5.94 eV
Energy relative to the best compared isomer or geometry (same formula, charge and spin)   100.1 kJ/mol

Löwdin population analysis, charges in e, atoms 1 to 8: number 1, Y, carries 1.535; number 2, C, carries -0.048; number 3, N, carries -0.251; number 4, C, carries -0.082; number 5, C, carries -0.204; number 6, C, carries -0.029; number 7, C, carries -0.082; number 8, C, carries -0.075

No. 3
Below is a cluster of 2 separate species, C29H35F8INO4 in total at a distorted geometry, with properties calculated with wB97M-V/def2-TZVPD.

Element x y z (Å)
C 3.47229 1.13608 2.95469
C 2.39924 1.28681 1.68157
C 1.38078 2.51294 2.06873
I 2.47297 4.38700 1.76851
C -0.09150 2.44389 1.34187
C -0.80474 1.04546 0.80254
C -2.31306 0.97942 0.11193
C -2.94965 -0.45495 -0.37951
C -2.83502 -1.58767 0.83899
O -4.09712 -1.53441 1.60245
C -5.06859 -2.48163 1.03407
C -6.60434 -2.06645 1.53514
F -7.46804 -3.26710 1.32032
F -6.49779 -1.91593 3.03075
C -7.16413 -0.69633 0.82965
F -6.76372 -0.72387 -0.62701
F -6.43786 0.48746 1.40396
C -8.79471 -0.52226 0.84348
F -9.52819 -1.57965 0.07191
F -9.11976 0.77259 0.13585
C -9.46969 -0.40901 2.33329
F -10.60121 0.58288 2.20431
F -8.57956 0.13082 3.38737
C -3.13169 2.39022 -0.05225
C -2.43070 3.82082 0.45231
C -0.93961 3.86453 1.13234
C -3.32772 5.22101 0.27201
O -2.76906 6.38486 -0.07188
C -4.96984 5.00811 0.50869
C -5.60634 3.70478 0.06100
C -4.67466 2.52752 -0.67498
O -5.14409 1.80865 -1.69743
H 3.82413 0.01073 3.09034
H 3.01096 1.46256 3.98011
H 4.42116 1.81219 2.77720
H 1.87400 0.23883 1.58557
H 3.07667 1.51634 0.74012
H 1.17242 2.42419 3.23988
H -0.24709 -0.00019 0.93921
H -2.51295 -0.83372 -1.40291
H -4.11382 -0.29110 -0.53660
H -1.96213 -1.37030 1.58802
H -2.63682 -2.65774 0.38555
H -4.95110 -2.46338 -0.13536
H -4.92207 -3.60007 1.37774
H -9.96860 -1.40075 2.71965
H -0.53386 4.92390 1.46282
H -5.58999 5.85379 1.05869
H -6.74881 3.53770 0.25566
C 7.34001 -0.00311 -1.84405
C 6.26727 -0.67766 -0.94334
C 6.72503 -2.09668 -0.51617
C 6.60541 -3.13439 -1.62131
C 5.18368 -3.16281 -2.16644
C 4.69692 -1.77244 -2.64881
N 4.93178 -0.67315 -1.63836
O 3.94570 -0.80767 -0.64416
C 5.39473 -1.43570 -3.99388
C 3.18741 -1.89680 -3.05802
C 6.29732 0.21738 0.34677
H 8.35167 -0.30183 -1.54242
H 7.26141 -0.23117 -2.90171
H 7.28959 1.09068 -1.77692
H 6.12420 -2.43744 0.33770
H 7.76291 -2.07369 -0.15929
H 7.33044 -2.92590 -2.41794
H 6.86154 -4.12311 -1.22302
H 5.13334 -3.88808 -2.99044
H 4.51482 -3.54579 -1.38499
H 5.24403 -0.38614 -4.26978
H 4.99370 -2.04190 -4.81656
H 6.46614 -1.65022 -3.99065
H 2.55685 -2.26576 -2.24014
H 3.05898 -2.60853 -3.88167
H 2.78970 -0.93124 -3.39278
H 5.93151 1.23029 0.13604
H 7.32109 0.31204 0.72823
H 5.69786 -0.19875 1.16374

Atomic forces in eV per Å
C 0.36 -0.19 -0.02
C 1.20 -0.09 1.19
C -1.32 -2.25 0.48
I -0.61 -0.71 0.12
C -3.60 0.55 -2.05
C -1.46 2.70 -0.09
C 1.29 3.47 0.81
C -0.46 0.48 0.84
C 0.42 0.25 -0.77
O -0.15 -1.88 -1.27
C -0.32 -0.09 -0.37
C 1.73 -1.80 1.70
F 2.06 3.90 0.42
F -0.85 -0.15 -4.48
C 1.31 1.15 -1.79
F -1.23 -0.11 4.55
F -2.74 -3.95 -1.75
C -1.74 1.98 -1.69
F 2.71 3.20 2.62
F 1.33 -4.11 2.06
C -1.73 1.80 1.44
F 3.36 -2.88 0.39
F -2.34 -1.57 -3.52
C 2.55 0.17 1.26
C 1.49 -2.34 0.58
C -2.33 -3.20 -1.48
C 1.80 3.14 -1.33
O -3.51 -7.11 2.40
C -0.58 -3.84 -1.29
C 2.67 3.39 1.18
C -1.27 -1.86 -3.10
O 2.87 4.17 6.41
H -0.71 2.41 -0.47
H 0.68 -0.59 -1.98
H -1.92 -1.41 0.34
H 0.78 2.32 -0.01
H -1.87 -0.55 1.75
H 0.45 0.40 -2.61
H -1.26 2.70 -0.35
H -0.57 0.90 2.14
H 2.52 -0.20 0.21
H -1.85 -0.24 -1.43
H -0.55 2.03 0.88
H -0.77 0.03 2.19
H -0.22 2.28 -0.35
H 1.31 2.01 -0.86
H -0.82 -2.59 -0.78
H 1.49 -1.92 -1.49
H 2.46 0.18 -0.70
C 0.05 0.00 -0.35
C 1.69 1.16 0.53
C -0.30 -0.21 -0.07
C 0.07 -0.03 -0.03
C 0.10 0.13 0.24
C -0.59 -0.47 -1.96
N -2.55 -2.27 3.75
O 2.37 0.83 -2.72
C 0.38 0.06 -0.06
C 0.07 0.29 0.84
C -0.82 -0.32 -0.21
H -0.26 0.03 0.13
H -0.08 -0.15 0.01
H -0.12 -0.23 0.11
H -0.09 0.21 -0.12
H -0.20 0.32 -0.07
H -0.11 0.00 0.04
H 0.00 0.12 -0.07
H -0.16 0.35 -0.01
H -0.01 0.22 -0.04
H 0.05 -0.13 0.13
H -0.12 0.06 0.38
H -0.10 0.14 0.08
H 0.25 0.26 -0.04
H 0.39 0.14 0.13
H 0.12 -0.13 0.13
H 0.00 -0.23 -0.04
H -0.07 -0.16 -0.38
H -0.01 0.03 -0.28

Output
Charge   0
Molecular weight   740.49 g/mol
2S+1   2
HOMO-LUMO gap (spin up / spin down)   7.36 / 7.36 eV
Expectation value of S²   0.755

Löwdin population analysis, charges in e, atoms 1 to 8: number 1, C, carries -0.164; number 2, C, carries -0.308; number 3, C, carries -0.704; number 4, I, carries 0.796; number 5, C, carries -0.139; number 6, C, carries 0.042; number 7, C, carries -0.063; number 8, C, carries -0.112

> Which formula does entry 1 have?

C29H35BInN11O3Sb

> Which formula does entry 1 have?

C29H35BInN11O3Sb